DFT (ωB97M-V/def2-TZVPD) results for a structure of composition C22H40BKO8S2 at a distorted geometry.

max |F|: 0.0461 Eh/bohr
frontier orbital gap: 7.937 eV
electronic energy: -78512.187 eV

Last column: Mulliken charge in e.
Geometry (Å):
K -2.604223 1.132624 -2.489436  1.132
B -1.099978 -0.037375 -0.431631  2.054
H -2.113238 0.328216 -0.061095  -0.246
H -0.442655 0.877162 -0.627292  -0.720
H -0.582991 -0.665051 0.397945  -0.788
H -1.254552 -0.638078 -1.381760  -0.898
C 2.199187 1.307539 1.727495  -0.364
S 2.541189 2.739493 2.787217  0.355
O 1.748386 2.514552 4.053883  -0.594
C 1.581243 3.950105 1.858518  -0.771
H 2.675736 0.405041 2.107078  0.479
H 2.657411 1.468502 0.747026  0.160
H 1.138439 1.107542 1.564613  -0.216
H 1.708628 4.878402 2.413763  0.438
H 0.530685 3.697171 1.742122  0.190
H 2.081283 4.071701 0.893139  0.261
C 1.425592 2.603569 -2.252824  -0.326
S 1.059492 4.297156 -2.799547  0.435
O 0.016961 4.029120 -3.860719  -0.637
C 0.013096 4.874146 -1.413840  -0.585
H 1.783846 2.058770 -3.122923  0.336
H 0.437547 2.176150 -2.054874  -0.082
H 1.944838 2.434900 -1.310200  0.137
H -0.542109 3.994064 -1.075407  -0.016
H -0.741951 5.531542 -1.835713  0.403
H 0.576697 5.298539 -0.587165  0.304
C -3.745210 1.500859 4.701614  -0.348
C -2.424829 1.307163 5.008615  -0.741
C -1.469867 1.488999 4.020514  -0.058
C -1.837902 1.937394 2.756516  0.271
C -3.172765 2.216104 2.483342  -0.523
C -4.132793 1.998795 3.456002  -0.537
H -4.479472 1.361585 5.487808  0.370
H -2.188107 1.102917 6.046071  0.398
H -0.410204 1.339741 4.197627  0.451
H -1.097626 1.975350 1.967900  -0.111
H -3.455212 2.601430 1.510478  0.356
H -5.178401 2.247436 3.325612  0.366
O 1.161558 -3.613399 0.734804  -0.632
C 0.296968 -3.172504 1.438205  0.455
O -1.000109 -3.350833 1.143126  -0.345
C -1.894536 -2.875397 2.162408  -0.237
C -0.993604 -2.598821 3.375856  -0.573
C 0.392556 -2.428923 2.727471  0.308
H -2.706176 -3.593848 2.230292  0.386
H -2.294538 -1.925016 1.796420  0.066
H -0.971508 -3.478550 4.024739  0.273
H -1.289044 -1.771742 4.015958  0.297
H 1.215839 -2.752539 3.359580  0.454
H 0.583472 -1.375136 2.503973  -0.483
O 0.248756 -3.223665 -5.665746  -0.582
C -0.461252 -3.295816 -4.718258  0.396
O -1.088101 -4.452266 -4.408515  -0.384
C -1.839114 -4.367737 -3.185093  -0.475
C -1.645547 -2.934988 -2.685359  0.087
C -0.910883 -2.195286 -3.802211  0.388
H -1.359040 -5.057155 -2.495311  0.294
H -2.897720 -4.566581 -3.329571  0.276
H -1.071368 -2.870645 -1.761867  -0.227
H -2.571626 -2.410393 -2.443378  0.203
H -0.100915 -1.612668 -3.368529  -0.322
H -1.556649 -1.503965 -4.349263  0.159
O 5.688754 -1.085304 -1.168628  -0.638
C 4.556394 -1.020491 -1.579288  0.397
O 3.499824 -0.843260 -0.794930  -0.343
C 2.238188 -1.064578 -1.465970  1.333
C 2.637500 -1.435740 -2.919898  -0.596
C 4.147781 -1.205235 -3.010649  -0.550
H 1.727999 -0.101462 -1.470268  -0.600
H 1.675397 -1.843264 -0.960592  -0.363
H 2.070771 -0.837332 -3.637418  0.371
H 2.317836 -2.449184 -3.169805  0.310
H 4.336539 -0.249812 -3.510352  0.228
H 4.709424 -1.949741 -3.562406  0.339

Atoms 1-3, force components in eV/Å:
0.25 0.05 0.14
0.46 -0.22 0.79
-2.13 0.72 0.76